# 1
ORCA calculation (ωB97M-V/def2-TZVPD) on a single C4H5N3 molecule in a non-equilibrium geometry.

## Properties
E	-8697.519	eV
structure (SMILES)	[H]/N=C/C/N=C\C#N
gap between HOMO and LUMO	0.3880	hartree
E_HOMO	-10.362	eV
LUMO energy	0.0072	hartree
charge	0
energy above the lowest of the compared OMol25 structures with the same formula, charge and spin	52.9	kcal/mol

The geometry in XYZ format:
```
12
Properties=species:S:1:pos:R:3:forces:R:3
N 1.5539 -0.6291 2.0632 -1.02 0.45 -0.22
C 0.5179 -0.1993 1.7767 0.88 -0.44 0.22
C 0.4126 0.2202 -1.2600 0.05 0.18 0.14
C -0.6111 -0.7450 -0.6790 0.00 -0.03 -0.07
N -1.4046 -0.0680 0.3227 0.29 0.09 0.34
C -0.8193 0.2491 1.4010 -0.27 -0.01 -0.14
N 0.6885 1.3018 -0.6659 0.06 -0.28 -0.35
H 0.8940 -0.1160 -2.1859 -0.05 0.05 0.09
H -1.2665 -1.1184 -1.4729 0.12 0.10 0.11
H -0.0582 -1.6102 -0.2771 -0.05 0.14 -0.04
H -1.3290 0.8906 2.1167 0.00 -0.20 0.02
H 1.4218 1.8244 -1.1395 -0.02 -0.04 -0.09
```
Positions in Å, forces in eV/Å.



# 2
ORCA calculation (ωB97M-V/def2-TZVPD) on a single CH2N2O3S molecule in a non-equilibrium geometry.

## Properties
E	-21019.030	eV
gap between HOMO and LUMO (spin up / spin down)	0.3054 / 0.3063	hartree
E_HOMO (spin up / spin down)	-9.795 / -10.455	eV
LUMO energy (spin up / spin down)	-0.0545 / -0.0779	hartree
charge	0
energy above the lowest of the compared OMol25 structures with the same formula, charge and spin	170.5	kcal/mol

The geometry in XYZ format:
```
9
Properties=species:S:1:pos:R:3:forces:R:3
C -0.3082 -0.6714 0.2499 -4.54 -0.30 0.62
N -2.5192 -1.3254 0.8821 1.09 1.44 -0.59
N -0.5008 0.5684 0.2024 1.21 -0.35 0.18
O -4.0886 0.6172 0.3211 -1.12 0.35 0.37
O -2.5887 -0.3574 -1.4141 -0.42 0.10 -0.96
O -1.6626 1.1747 0.2906 -0.15 0.46 -0.25
S -2.9646 -0.1250 -0.0684 2.07 -1.32 0.50
H 0.6385 -0.9985 0.4031 2.76 -1.46 -0.01
H 0.3862 1.0753 0.0870 -0.90 1.09 0.14
```
Positions in Å, forces in eV/Å.



# 3
ORCA calculation (ωB97M-V/def2-TZVPD) on a single C16H24N2O3 molecule.

## Properties
E	-26103.578	eV
structure (SMILES)	COc1ccc(NC(=O)CN2CCCCCC2)cc1OC
gap between HOMO and LUMO	0.3054	hartree
E_HOMO	-7.724	eV
LUMO energy	0.0216	hartree
charge	0
energy above the lowest of the compared OMol25 structures with the same formula, charge and spin	41.9	kcal/mol

The geometry in XYZ format:
```
45
Properties=species:S:1:pos:R:3:forces:R:3
C 0.9310 4.9216 -3.4775 -0.13 0.16 -0.03
H -0.1023 4.6245 -3.6861 0.03 0.01 0.02
H 1.3545 5.3941 -4.3624 -0.07 0.01 0.06
H 0.9417 5.6352 -2.6466 -0.01 -0.03 -0.02
O 1.7480 3.8090 -3.2156 0.17 -0.33 0.16
C 1.4481 3.0304 -2.1370 0.05 0.03 -0.08
C 0.3887 3.2312 -1.2710 0.29 0.05 -0.36
C 0.1656 2.3839 -0.1944 -0.07 -0.20 0.27
C 1.0156 1.3155 0.0258 -0.22 0.42 -0.23
C 2.0883 1.0958 -0.8438 0.09 0.02 -0.10
C 2.3152 1.9361 -1.9165 -0.01 0.14 -0.13
O 3.3328 1.8037 -2.8117 -0.36 0.25 0.10
C 4.2406 0.7458 -2.6434 0.14 -0.19 0.04
H 4.7689 0.8140 -1.6860 -0.04 -0.01 -0.03
H 4.9587 0.8433 -3.4559 -0.02 -0.05 0.07
H 3.7453 -0.2289 -2.7164 0.01 0.04 0.02
H 2.7419 0.2557 -0.6616 0.11 -0.07 -0.03
N 0.8562 0.4140 1.0882 0.36 -0.21 -0.03
C -0.0496 0.4418 2.1068 0.29 -0.38 0.24
O -0.8913 1.3017 2.2579 -0.22 0.19 0.02
C 0.0429 -0.7778 3.0290 -0.23 -0.02 0.14
N -0.7983 -1.8834 2.6033 0.28 0.07 0.01
C -2.2210 -1.5762 2.5862 -0.24 0.03 0.05
C -2.8534 -1.2694 1.2226 -0.11 -0.17 0.16
H -2.1586 -0.6996 0.6037 0.00 0.12 -0.05
C -3.3145 -2.5275 0.4902 0.18 0.14 -0.22
H -3.9495 -2.2390 -0.3512 -0.07 -0.05 0.03
H -3.9260 -3.1237 1.1726 -0.08 -0.02 0.02
C -2.1715 -3.3871 -0.0419 -0.19 -0.13 0.19
C -1.1404 -3.7737 1.0171 0.12 0.19 -0.26
H -0.4855 -4.5368 0.5900 -0.01 -0.02 0.08
C -0.2683 -2.5966 1.4566 0.10 -0.26 0.07
H -0.1101 -1.9439 0.5800 0.02 -0.08 0.04
H 0.7136 -2.9779 1.7652 -0.01 0.08 -0.10
H -1.6300 -4.2092 1.8875 0.01 -0.12 0.09
H -1.6625 -2.8512 -0.8478 0.02 -0.02 -0.06
H -2.5944 -4.2982 -0.4728 0.03 0.02 -0.09
H -3.7239 -0.6335 1.3947 0.04 0.07 -0.01
H -2.3708 -0.7185 3.2427 -0.01 -0.08 0.02
H -2.7515 -2.4264 3.0331 -0.11 0.10 -0.02
H -0.2895 -0.4700 4.0239 0.13 0.11 -0.12
H 1.0733 -1.1381 3.1023 0.00 0.03 0.01
H 1.5401 -0.3297 1.1077 -0.21 0.09 0.10
H -0.6612 2.5611 0.4709 -0.01 0.00 0.02
H -0.2870 4.0578 -1.4183 -0.04 0.10 -0.06
```
Positions in Å, forces in eV/Å.



# 4
ORCA calculation (ωB97M-V/def2-TZVPD) on C12H6ErN2O5 as an isolated structure in a non-equilibrium geometry.

## Properties
E	-53350.151	eV
gap between HOMO and LUMO (spin up / spin down)	0.1831 / 0.1873	hartree
E_HOMO (spin up / spin down)	-18.704 / -18.707	eV
LUMO energy (spin up / spin down)	-0.5042 / -0.5002	hartree
charge	+3
energy above the lowest of the compared OMol25 structures with the same formula, charge and spin	0.0	kcal/mol
multiplicity	4

The geometry in XYZ format:
```
26
Properties=species:S:1:pos:R:3:forces:R:3
O -2.6021 2.1256 -5.0330 1.70 -1.11 2.87
C -2.0499 1.7678 -4.1024 -1.53 1.02 -2.61
Er -0.6206 0.8369 -1.6926 -0.30 0.00 -0.19
O 0.4166 4.2765 -1.5515 -1.52 -4.75 -0.36
C 0.0680 3.1822 -1.6309 1.81 5.97 0.38
C -1.6121 -1.3071 -2.3204 -2.49 -5.79 -1.38
O -2.0625 -2.3396 -2.5632 2.01 4.63 1.06
C 1.1533 0.4465 -3.3302 4.65 -1.14 -4.07
O 2.0169 0.2347 -4.0616 -3.76 0.92 3.17
C -2.7109 1.4628 -0.5897 -5.25 1.55 3.03
O -3.6762 1.7395 -0.0283 4.15 -1.19 -2.43
N 2.4058 0.2469 1.2555 -0.63 0.20 -0.72
C 1.8869 0.7589 0.1281 0.18 -1.02 1.69
N 0.6217 0.3048 -0.0265 0.00 0.36 -0.56
C 0.3227 -0.5423 1.0620 -0.62 -0.23 -0.07
C -0.8621 -1.2549 1.3445 0.91 0.15 0.39
C -0.8449 -2.0290 2.5219 0.05 0.78 -1.13
C 0.2930 -2.0650 3.3388 1.00 0.55 -0.16
C 1.4610 -1.3415 3.0299 0.06 -0.37 0.61
C 1.4430 -0.5844 1.8763 0.04 0.27 -0.41
H 3.3390 0.4246 1.6108 0.04 0.05 -0.05
H 2.3917 1.4321 -0.5587 0.16 -0.14 0.32
H -1.7174 -1.1771 0.6567 0.13 -0.28 0.52
H -1.7167 -2.5974 2.7942 -0.15 -0.12 0.08
H 0.2781 -2.6669 4.2371 -0.01 -0.01 0.00
H 2.3776 -1.3347 3.6330 -0.62 -0.30 0.04
```
Positions in Å, forces in eV/Å.



# 5
ORCA calculation (ωB97M-V/def2-TZVPD) on C24H37N4OPtSe as an isolated structure in a non-equilibrium geometry.

## Properties
E	-102082.610	eV
gap between HOMO and LUMO (spin up / spin down)	0.1928 / 0.1921	hartree
E_HOMO (spin up / spin down)	-9.477 / -9.449	eV
LUMO energy (spin up / spin down)	-0.1555 / -0.1551	hartree
charge	+1
energy above the lowest of the compared OMol25 structures with the same formula, charge and spin	37.0	kcal/mol

The geometry in XYZ format:
```
68
Properties=species:S:1:pos:R:3:forces:R:3
Pt -0.5081 -1.6384 0.2161 -0.76 0.23 -2.17
C -1.2972 -3.7194 0.0404 -0.41 -0.68 -0.30
C -2.4531 -2.8699 -0.0278 1.06 0.14 0.92
C -2.4011 -2.2016 -1.3365 0.90 -0.24 -1.45
C -1.1703 -2.5696 -1.9253 -1.28 0.12 -0.22
C -0.4793 -3.5223 -1.1005 0.09 0.32 0.81
C 0.6837 -4.3708 -1.5597 0.20 0.08 0.14
C 1.1184 -5.3335 -0.4530 -0.07 0.10 -0.10
C 1.8739 -3.4853 -1.9463 -0.14 -0.12 0.03
C 0.2235 -5.1668 -2.7923 0.03 0.09 0.18
C -3.4623 -1.4729 -2.1410 -0.02 0.17 0.06
C -3.8838 -0.1442 -1.4825 0.03 -0.10 0.00
C -4.6487 -2.4349 -2.3454 0.09 0.12 0.06
C -2.9527 -1.1312 -3.5501 -0.07 -0.06 0.13
C -3.4850 -2.9940 1.1018 -0.17 -0.01 0.18
C -2.7891 -2.8925 2.4708 -0.10 -0.06 -0.07
C -4.1212 -4.3928 0.9960 0.00 0.09 -0.10
C -4.6015 -1.9469 1.1506 0.10 -0.02 -0.06
H -1.1300 -4.4661 0.7983 0.09 0.10 0.08
H -0.8609 -2.2957 -2.9205 0.05 0.08 0.03
H 1.3288 -4.7882 0.4682 0.04 -0.02 0.06
H 2.0224 -5.8613 -0.7539 0.03 -0.03 0.00
H 0.3472 -6.0780 -0.2569 -0.03 -0.02 0.07
H 2.1864 -2.8806 -1.0941 0.04 0.01 0.01
H 1.6221 -2.8287 -2.7789 0.01 0.08 -0.02
H 2.7088 -4.1143 -2.2543 0.05 0.01 -0.04
H -0.5984 -5.8353 -2.5368 -0.04 -0.03 -0.02
H 1.0518 -5.7637 -3.1732 0.01 -0.05 -0.02
H -0.1099 -4.4960 -3.5830 0.00 -0.02 -0.09
H -3.7907 -0.1774 -0.4037 -0.04 0.04 0.06
H -4.9155 0.1020 -1.7300 -0.05 0.06 -0.04
H -3.2466 0.6619 -1.8481 0.03 0.05 0.01
H -5.0956 -2.7559 -1.4103 -0.05 -0.07 -0.01
H -4.3158 -3.3209 -2.8867 -0.01 -0.05 0.01
H -5.4162 -1.9414 -2.9415 -0.06 0.00 -0.01
H -2.0835 -0.4731 -3.5135 0.03 0.01 -0.03
H -3.7444 -0.6117 -4.0896 -0.01 0.06 0.00
H -2.7072 -2.0287 -4.1178 0.04 0.00 -0.02
H -1.9762 -3.6042 2.5939 0.06 0.00 -0.01
H -3.5216 -3.0818 3.2558 -0.05 -0.06 0.01
H -2.4048 -1.8863 2.6191 0.09 0.03 0.02
H -3.3745 -5.1757 1.1171 0.03 -0.05 -0.04
H -4.6135 -4.5336 0.0344 -0.03 -0.04 -0.06
H -4.8675 -4.5170 1.7802 -0.03 0.01 0.02
H -4.2018 -0.9698 1.4201 0.00 0.08 -0.05
H -5.3049 -2.2262 1.9347 0.00 -0.04 0.03
H -5.1620 -1.8626 0.2268 -0.04 0.08 0.01
C 3.6371 0.3408 -0.4718 -0.03 0.00 0.11
C 2.2291 -0.1411 -0.6649 -0.03 0.14 -0.33
N 1.7036 -0.0632 -1.8909 -0.14 -0.03 -0.01
O 1.5703 -0.5682 0.2905 -0.25 -0.46 0.18
H 4.2196 0.2908 -1.3889 0.00 0.01 -0.01
H 4.1132 -0.2529 0.3049 -0.01 -0.02 -0.03
H 3.6090 1.3756 -0.1280 -0.01 0.02 -0.02
H 2.2251 0.2543 -2.6886 0.05 0.01 0.05
H 0.7520 -0.3863 -2.0141 0.05 0.00 -0.03
Se 1.0375 -1.6128 4.0935 -0.20 0.28 -0.32
N 0.6773 0.0302 4.5765 -0.05 0.65 0.47
C -0.0270 0.6059 3.6101 0.22 -0.77 -0.18
C -0.5558 1.9131 3.5673 -0.32 0.45 -0.32
C -1.2312 2.2845 2.4323 0.22 0.26 0.88
C -1.4198 1.3888 1.3624 0.02 -0.96 -0.47
N -0.9692 0.1511 1.3767 0.07 0.10 -0.06
C -0.2729 -0.2330 2.4730 0.45 -0.30 1.20
N 0.2046 -1.4669 2.5360 0.22 0.11 1.00
H -0.4431 2.5777 4.4111 0.07 0.08 0.00
H -1.6565 3.2741 2.3576 -0.02 0.03 -0.04
H -1.9829 1.6863 0.4873 0.03 0.03 -0.05
```
Positions in Å, forces in eV/Å.



# 6
ORCA calculation (ωB97M-V/def2-TZVPD) on C15H35BeN5O8 as an isolated structure in a non-equilibrium geometry.

## Properties
E	-40339.232	eV
gap between HOMO and LUMO	0.1233	hartree
E_HOMO	-7.003	eV
LUMO energy	-0.1340	hartree
charge	0

The geometry in XYZ format:
```
64
Properties=species:S:1:pos:R:3:forces:R:3
Be -1.8939 -1.3908 -0.5493 -0.04 -0.06 0.00
O -3.8637 -5.3752 -1.7593 -3.42 -2.19 4.18
C -4.7869 -6.0027 -0.8533 2.61 1.15 -6.54
C -4.7546 -5.6831 0.6947 0.28 4.29 5.36
O -4.7801 -4.3896 1.1900 0.03 -3.61 -2.45
H -4.8100 -7.0854 -0.9768 0.92 -0.33 0.69
H -5.7983 -5.7509 -1.1725 -0.37 1.14 0.53
H -3.7897 -6.0880 0.9997 0.90 -0.08 -0.82
H -5.4578 -6.2764 1.2792 -0.93 -0.32 -0.95
C -3.5258 5.9482 2.8099 0.69 -0.38 -1.27
N -4.2037 4.6017 2.8424 -0.35 -1.35 -1.04
O -3.7834 3.6499 2.1085 -0.84 3.09 2.21
O -5.1909 4.5582 3.5484 0.33 -0.55 -0.22
H -2.5086 5.7594 3.1532 -0.05 0.28 -0.24
H -4.0041 6.7896 3.3113 -0.38 -0.91 0.64
H -3.5770 6.2242 1.7567 0.60 -0.18 -0.08
C 0.2917 0.4776 5.9627 1.24 -2.09 -2.53
O 0.6978 0.3567 4.7899 -0.65 1.12 2.02
N 1.1023 0.6198 7.0360 1.07 1.07 -0.01
C 0.6212 0.4983 8.3987 0.45 -0.37 0.11
C 2.5056 1.1464 6.9294 -0.55 -0.11 -0.23
H -0.7460 0.1726 6.1685 -0.03 0.51 0.47
H -0.2244 -0.1826 8.4950 -0.29 0.39 -0.34
H 0.4454 1.4662 8.8682 -0.24 0.02 0.03
H 1.3953 -0.0104 8.9732 0.20 0.13 0.10
H 3.2222 0.4391 7.3470 -0.19 -0.06 0.23
H 2.8777 1.3806 5.9319 -0.80 -0.50 -0.31
H 2.5947 2.1077 7.4355 -0.20 -0.10 0.48
C 4.3371 -4.0727 2.6474 -1.85 0.30 -0.46
O 3.4158 -4.0247 1.8364 1.22 -0.18 1.06
N 4.3655 -4.7250 3.8378 -1.07 -0.26 0.57
C 5.6757 -4.8473 4.4246 -0.63 -1.05 2.10
C 3.2393 -5.5474 4.4331 0.96 0.06 -0.94
H 5.2649 -3.4825 2.5915 0.01 0.00 -0.73
H 6.4221 -4.1180 4.1097 -0.19 -0.42 -0.44
H 5.9459 -5.9033 4.4194 0.85 -0.06 -0.88
H 5.5970 -4.7552 5.5078 -0.17 0.69 0.29
H 2.9138 -5.3078 5.4454 0.42 0.90 -0.02
H 2.3584 -5.5236 3.7916 0.32 0.17 -0.17
H 3.5693 -6.5807 4.5400 0.14 -0.17 -0.39
C 3.4816 1.9782 -4.2216 -0.27 0.61 -0.15
O 2.3777 1.6674 -3.8785 -1.29 -1.03 0.59
N 3.7677 3.2057 -4.6737 -0.93 1.56 1.49
C 5.1096 3.4784 -5.1181 -1.36 0.74 -1.11
C 2.7242 4.3185 -4.7606 1.14 -0.91 -0.04
H 4.3436 1.2933 -4.2246 0.09 -0.04 0.07
H 5.8095 2.7071 -4.7969 -0.09 0.17 -0.26
H 5.4005 4.4842 -4.8152 0.31 -0.16 0.11
H 4.8416 3.4879 -6.1747 1.88 0.13 -0.72
H 2.3045 4.3879 -5.7641 -0.12 -0.36 -0.05
H 1.9243 4.2220 -4.0265 0.22 -0.53 -0.12
H 3.1841 5.2923 -4.5922 0.43 -0.18 0.18
C -4.3900 1.8909 -6.5093 1.32 -0.22 3.05
O -3.9523 1.2405 -5.5468 -1.09 0.78 -1.28
N -3.9939 1.7464 -7.7511 1.80 -1.80 -3.45
C -4.4886 2.5520 -8.8631 -0.40 -0.67 -0.20
C -2.8899 0.7324 -8.1296 -0.76 0.26 1.53
H -5.0048 2.7953 -6.3816 -0.47 -0.23 0.10
H -5.3463 3.1807 -8.6237 0.43 0.34 0.62
H -4.9403 1.9043 -9.6144 0.32 -0.30 -0.20
H -3.6760 3.1020 -9.3377 -0.10 0.21 0.11
H -2.6059 0.1965 -7.2239 0.19 0.77 0.42
H -3.1248 -0.1568 -8.7146 -1.02 0.63 -0.76
H -2.0158 1.2198 -8.5615 -0.24 0.25 0.06
```
Positions in Å, forces in eV/Å.



- Number 6 is which compound?
  C15H35BeN5O8



- What is the formula in the fifth record?
  C24H37N4OPtSe



- Which formula does entry 3 have?
  C16H24N2O3



- What is the charge in the fourth record?
  +3